# 1
Density functional theory data (ωB97M-V with the def2-TZVPD basis set) for 11 unconnected molecules or ions with the total composition H20NO13 at a distorted geometry.

Each line ends with the natural charge from an NBO analysis.
Positions of all 34 atoms, in Å:
O  0.694  1.267  -1.197  -0.51
O  3.798  0.578  -0.394  -0.95
O  -2.085  -2.496  -0.154  -0.95
O  2.091  2.317  -3.582  -0.95
O  -0.724  0.586  3.058  -0.94
O  -4.624  1.123  0.421  -0.94
O  -2.744  -0.883  -2.853  -0.96
O  2.860  -2.117  0.688  -0.96
O  -2.531  2.517  -1.437  -0.96
O  2.309  0.165  2.604  -0.98
O  -1.123  0.170  -0.739  -0.55
O  0.757  -0.379  0.224  -0.62
O  0.551  -3.000  2.545  -0.94
N  0.111  0.341  -0.603  0.73
H  -1.919  -1.596  0.154  0.49
H  1.745  1.426  -3.694  0.47
H  -0.197  0.927  2.326  0.47
H  0.106  -2.765  3.365  0.46
H  -3.662  1.109  0.339  0.48
H  -0.252  0.874  3.846  0.47
H  -1.229  -2.797  -0.473  0.46
H  2.150  -1.557  0.314  0.49
H  2.885  0.856  -0.221  0.49
H  2.919  -2.876  0.101  0.46
H  2.141  2.426  -2.626  0.48
H  -1.797  1.895  -1.567  0.49
H  -4.807  1.922  0.924  0.46
H  3.163  -0.128  2.265  0.48
H  -2.228  -1.689  -2.923  0.46
H  0.384  -2.253  1.957  0.48
H  -2.428  3.166  -2.140  0.46
H  4.322  1.382  -0.319  0.46
H  -2.319  -0.390  -2.127  0.49
H  1.684  -0.123  1.919  0.48

Its highest occupied orbital energy is -7.5 eV. The total energy is -28432.0337 eV. The value obtained for the largest force on an atom is 1.06 eV/Å. The value obtained for the relative energy (zero: lowest compared OMol25 entry of this formula, charge and spin) is 32.1 kcal/mol. The multiplicity is 1. The net charge is -1. The LUMO energy is 2.92 eV.

***

# 2
Density functional theory data (ωB97M-V with the def2-TZVPD basis set) for 9 unconnected molecules or ions with the total composition H20NO8 at a distorted geometry.

Each line ends with the natural charge from an NBO analysis.
Positions of all 29 atoms, in Å:
O  16.942  -33.378  23.707  -0.95
O  14.757  -31.849  22.006  -0.90
O  10.216  -35.105  25.231  -0.93
O  11.933  -35.615  21.333  -0.96
O  12.259  -34.831  26.863  -1.02
O  14.253  -32.395  25.589  -0.94
O  16.788  -35.171  25.415  -0.94
O  14.581  -37.281  25.072  -1.01
N  13.770  -34.716  23.870  -0.85
H  13.778  -35.229  23.003  0.43
H  10.367  -35.833  24.855  0.46
H  17.675  -33.714  23.133  0.46
H  13.845  -37.837  25.552  0.52
H  16.957  -34.103  24.192  0.46
H  15.099  -37.810  24.375  0.49
H  11.373  -34.661  26.447  0.51
H  14.851  -32.242  26.359  0.49
H  12.372  -35.382  20.516  0.49
H  12.815  -34.609  23.838  0.43
H  12.297  -35.423  27.669  0.49
H  14.119  -35.250  24.574  0.46
H  16.651  -36.076  24.816  0.48
H  14.409  -31.575  25.256  0.46
H  9.325  -34.947  25.525  0.50
H  11.892  -36.566  21.343  0.48
H  14.127  -33.703  23.700  0.49
H  13.934  -31.581  21.956  0.45
H  14.971  -31.655  22.897  0.46
H  17.740  -35.219  25.708  0.50

Its highest occupied orbital energy is -13.7 eV. The total energy is -18186.1888 eV. The value obtained for the largest force on an atom is 10.90 eV/Å. The value obtained for the relative energy (zero: lowest compared OMol25 entry of this formula, charge and spin) is 93.8 kcal/mol. The multiplicity is 1. The net charge is +1. The LUMO energy is -3.21 eV.

***

# 3
Density functional theory data (ωB97M-V with the def2-TZVPD basis set) for 10 unconnected molecules or ions with the total composition H20O10.

Each line ends with the natural charge from an NBO analysis.
Positions of all 30 atoms, in Å:
O  2.958  -3.004  2.049  -0.94
O  2.720  2.032  0.638  -0.95
O  -2.055  0.139  2.781  -0.93
O  3.467  0.868  -4.067  -0.93
O  -0.237  2.797  2.239  -0.94
O  0.761  3.685  -2.593  -0.93
O  -4.347  -2.306  1.053  -0.93
O  -2.026  -5.333  0.077  -0.93
O  1.068  -0.652  -1.015  -0.93
O  -1.613  1.055  -0.978  -0.95
H  1.244  3.189  -1.923  0.47
H  1.111  0.307  -0.933  0.46
H  -3.729  -1.944  0.408  0.46
H  -2.516  0.352  1.962  0.47
H  -5.150  -1.789  0.925  0.46
H  -0.940  0.687  -1.560  0.48
H  -0.154  3.658  -2.290  0.46
H  2.557  0.886  -4.384  0.47
H  -1.105  -5.143  -0.135  0.46
H  -0.314  3.369  1.467  0.46
H  0.417  -0.915  -0.354  0.48
H  3.157  -3.613  1.329  0.47
H  -1.591  2.001  -1.163  0.46
H  3.119  -2.133  1.670  0.47
H  3.095  2.294  1.486  0.48
H  1.963  1.485  0.875  0.47
H  -2.270  0.872  3.369  0.47
H  3.422  1.291  -3.202  0.47
H  -0.953  2.160  2.131  0.47
H  -2.058  -6.295  0.138  0.47

Its highest occupied orbital energy is -11.4 eV. The total energy is -20798.9295 eV. The SMILES is O.O.O.O.O.O.O.O.O.O. The value obtained for the largest force on an atom is 0.51 eV/Å. The value obtained for the relative energy (zero: lowest compared OMol25 entry of this formula, charge and spin) is 84.9 kcal/mol. The multiplicity is 1. The LUMO energy is -0.57 eV.

***

# 4
Density functional theory data (ωB97M-V with the def2-TZVPD basis set) for 10 unconnected molecules or ions with the total composition H20O10.

Each line ends with the natural charge from an NBO analysis.
Positions of all 30 atoms, in Å:
O  1.417  -0.949  1.996  -0.99
O  2.904  -1.340  -0.565  -0.98
O  2.990  1.289  0.653  -0.95
O  0.183  2.101  -1.723  -0.98
O  -1.698  -2.127  -2.652  -0.97
O  -0.830  2.818  1.345  -0.97
O  -2.568  0.660  -2.868  -0.97
O  -0.434  0.821  3.362  -0.98
O  -0.605  0.058  -0.023  -0.98
O  -1.758  -2.600  0.135  -0.97
H  -1.568  3.421  1.211  0.48
H  -0.088  0.017  0.793  0.49
H  -0.611  2.336  -2.216  0.48
H  -2.634  -3.008  0.119  0.50
H  -2.082  -0.163  -2.690  0.49
H  -0.643  2.464  0.461  0.50
H  3.876  1.539  0.935  0.48
H  2.734  -0.416  -0.302  0.50
H  3.835  -1.480  -0.368  0.46
H  -0.829  -2.138  -3.069  0.48
H  -1.482  -2.645  1.059  0.50
H  2.442  1.370  1.443  0.48
H  2.282  -0.824  2.402  0.49
H  -1.136  -0.752  -0.037  0.50
H  -1.525  -2.286  -1.708  0.49
H  -0.586  1.556  2.742  0.49
H  -3.310  0.377  -3.409  0.47
H  -0.054  1.277  -1.261  0.49
H  1.571  -1.636  1.330  0.51
H  0.209  0.260  2.906  0.47

Its highest occupied orbital energy is -10.6 eV. The total energy is -20800.5711 eV. The SMILES is O.O.O.O.O.O.O.O.O.O. The value obtained for the largest force on an atom is 0.38 eV/Å. The value obtained for the relative energy (zero: lowest compared OMol25 entry of this formula, charge and spin) is 47.1 kcal/mol. The multiplicity is 1. The LUMO energy is -0.05 eV.

***

Look up the highest occupied orbital energy of the fourth one.
-10.6 eV

***

The highest largest force on an atom belongs to which entry?
H20NO8

***

multiplicity of number 1 (H20NO13)?
1